Molecular formula: C70H112N12O12
Method: DFT, ωB97M-V/def2-TZVPD

The total energy comes out at -4293.061817 Ha. The frontier orbital gap comes out at 1.5 eV. Its net charge is +3. The expectation value of S² is 0.76. As for the spin multiplicity: 2. For the HOMO energy, the calculation gives -10.1 eV.

Element x y z (Å)
C (6.17, 3.30, -0.87)
C (6.30, 4.44, 0.22)
C (4.97, 5.02, 0.60)
C (4.19, 4.44, 1.74)
C (5.03, 4.16, 3.00)
C (6.31, 3.35, 2.63)
N (7.07, 3.92, 1.47)
O (8.38, 3.65, 1.32)
C (5.80, 1.99, 2.20)
C (7.21, 3.35, 3.89)
C (7.12, 5.58, -0.46)
H (7.16, 3.02, -1.24)
H (5.67, 3.87, -1.65)
H (5.58, 2.43, -0.62)
H (4.29, 5.03, -0.26)
H (5.03, 6.05, 0.96)
H (3.69, 3.54, 1.38)
H (3.40, 5.13, 2.02)
H (4.49, 3.73, 3.85)
H (5.30, 5.11, 3.45)
H (6.65, 1.36, 1.96)
H (4.99, 1.83, 1.49)
H (5.37, 1.59, 3.13)
H (7.38, 4.40, 4.16)
H (8.14, 2.80, 3.85)
H (6.77, 2.98, 4.82)
H (6.68, 5.81, -1.43)
H (8.09, 5.16, -0.72)
H (7.33, 6.47, 0.13)
C (-3.48, -1.57, -4.38)
C (-2.97, -0.33, -5.15)
C (-3.03, 0.91, -4.22)
C (-1.96, 0.92, -3.16)
C (-0.52, 0.91, -3.72)
C (-0.27, -0.27, -4.68)
N (-1.44, -0.53, -5.64)
O (-1.13, -1.04, -6.91)
C (-0.08, -1.63, -3.86)
C (1.05, 0.06, -5.37)
C (-3.87, -0.08, -6.42)
H (-3.12, -2.48, -4.86)
H (-4.55, -1.58, -4.20)
H (-3.07, -1.62, -3.38)
H (-4.00, 1.00, -3.73)
H (-3.04, 1.83, -4.80)
H (-2.18, 0.05, -2.55)
H (-2.01, 1.80, -2.51)
H (0.20, 0.85, -2.91)
H (-0.36, 1.82, -4.30)
H (-0.89, -1.79, -3.15)
H (0.93, -1.69, -3.44)
H (-0.22, -2.50, -4.51)
H (1.83, 0.39, -4.69)
H (0.81, 0.65, -6.26)
H (1.44, -0.84, -5.83)
H (-4.86, 0.32, -6.21)
H (-3.85, -0.81, -7.22)
H (-3.52, 0.82, -6.93)
C (1.86, -8.39, -6.30)
N (2.27, -7.70, -5.10)
C (1.53, -6.60, -4.64)
C (2.00, -5.90, -3.55)
C (3.14, -6.34, -2.88)
C (3.94, -7.32, -3.45)
C (3.49, -7.96, -4.56)
C (3.53, -5.58, -1.62)
C (3.94, -6.18, -0.43)
C (4.22, -5.44, 0.75)
N (4.05, -4.07, 0.76)
C (3.67, -3.45, -0.33)
C (3.32, -4.16, -1.50)
C (4.28, -3.28, 1.99)
H (2.46, -9.29, -6.29)
H (2.07, -7.79, -7.19)
H (0.79, -8.61, -6.25)
H (0.62, -6.26, -5.10)
H (1.46, -5.01, -3.23)
H (4.96, -7.54, -3.19)
H (4.03, -8.81, -4.96)
H (4.05, -7.25, -0.35)
H (4.57, -5.95, 1.63)
H (3.51, -2.38, -0.28)
H (2.79, -3.58, -2.24)
H (5.22, -2.73, 1.92)
H (4.23, -3.89, 2.89)
H (3.46, -2.59, 2.19)
C (-4.97, -3.82, -1.51)
N (-5.29, -2.76, -0.51)
C (-4.78, -2.91, 0.74)
C (-5.04, -1.87, 1.70)
C (-5.93, -0.86, 1.44)
C (-6.47, -0.80, 0.15)
C (-6.07, -1.71, -0.88)
C (-6.21, 0.10, 2.60)
C (-5.91, 1.43, 2.59)
C (-6.31, 2.33, 3.60)
N (-7.09, 1.86, 4.63)
C (-7.45, 0.53, 4.63)
C (-7.01, -0.35, 3.65)
C (-7.72, 2.80, 5.54)
H (-4.54, -3.34, -2.39)
H (-5.83, -4.49, -1.58)
H (-4.19, -4.46, -1.11)
H (-4.12, -3.75, 0.88)
H (-4.67, -1.98, 2.71)
H (-7.06, 0.08, -0.04)
H (-6.46, -1.63, -1.88)
H (-5.23, 1.84, 1.86)
H (-6.14, 3.39, 3.60)
H (-8.07, 0.31, 5.49)
H (-7.42, -1.35, 3.64)
H (-7.47, 2.56, 6.57)
H (-8.79, 2.71, 5.38)
H (-7.45, 3.84, 5.36)
C (-2.16, 0.86, 2.53)
C (-2.25, 0.81, 0.98)
N (-0.98, 1.31, 0.41)
C (-0.69, 2.58, 0.09)
C (0.60, 2.51, -0.45)
N (1.13, 1.27, -0.29)
C (0.17, 0.48, 0.26)
C (2.42, 0.85, -0.83)
H (-1.37, 0.17, 2.83)
H (-3.09, 0.55, 3.00)
H (-2.06, 1.82, 3.04)
H (-3.09, 1.38, 0.58)
H (-2.45, -0.23, 0.71)
H (-1.50, 3.30, 0.10)
H (1.28, 3.20, -0.92)
H (0.33, -0.53, 0.60)
H (2.45, -0.22, -1.03)
H (3.06, 0.99, 0.04)
H (2.72, 1.35, -1.76)
C (-1.53, -6.60, 1.96)
C (-0.52, -5.55, 2.39)
N (-0.96, -4.77, 3.67)
C (-1.20, -5.27, 4.97)
C (-1.67, -4.18, 5.77)
N (-1.46, -3.07, 5.05)
C (-1.04, -3.41, 3.78)
C (-1.53, -1.67, 5.57)
H (-1.07, -7.28, 1.25)
H (-2.35, -6.23, 1.35)
H (-1.93, -7.10, 2.85)
H (-0.64, -4.78, 1.63)
H (0.54, -5.82, 2.34)
H (-1.11, -6.32, 5.19)
H (-2.01, -4.08, 6.79)
H (-0.87, -2.70, 2.99)
H (-1.69, -1.61, 6.65)
H (-2.24, -1.10, 4.99)
H (-0.57, -1.20, 5.37)
C (-3.04, 4.34, 5.63)
C (-1.82, 4.10, 4.73)
N (-1.88, 4.74, 3.41)
C (-2.87, 4.79, 2.46)
C (-2.38, 5.46, 1.31)
N (-1.09, 5.78, 1.58)
C (-0.73, 5.34, 2.86)
C (-0.29, 6.48, 0.64)
H (-2.96, 3.95, 6.64)
H (-3.86, 3.79, 5.16)
H (-3.26, 5.41, 5.74)
H (-1.48, 3.06, 4.73)
H (-0.98, 4.36, 5.38)
H (-3.84, 4.39, 2.72)
H (-2.76, 5.66, 0.32)
H (0.20, 5.40, 3.41)
H (-0.86, 6.69, -0.27)
H (0.49, 5.76, 0.39)
H (0.06, 7.33, 1.22)
C (3.60, 6.21, -3.08)
C (2.69, 5.11, -2.58)
O (3.02, 3.88, -2.85)
O (1.54, 5.39, -2.13)
H (3.07, 6.75, -3.86)
H (4.51, 5.70, -3.39)
H (3.77, 6.88, -2.23)
C (-1.20, -4.51, -1.35)
C (-0.74, -3.27, -0.62)
O (-1.56, -2.87, 0.22)
O (0.41, -2.85, -0.95)
H (-0.37, -5.08, -1.77)
H (-1.65, -4.10, -2.26)
H (-1.79, -5.10, -0.64)
C (4.39, -1.56, -3.78)
C (3.90, -2.49, -4.87)
O (4.55, -2.57, -5.91)
O (2.84, -3.05, -4.93)
H (3.90, -1.87, -2.85)
H (4.34, -0.48, -3.92)
H (5.41, -1.79, -3.47)
C (-4.26, 3.57, -1.99)
C (-4.99, 2.65, -1.03)
O (-4.97, 1.42, -1.31)
O (-5.52, 3.22, 0.00)
H (-4.02, 3.19, -2.98)
H (-3.45, 4.21, -1.63)
H (-5.06, 4.30, -2.11)
C (1.15, 2.32, 3.19)
C (1.09, 0.91, 3.83)
O (1.08, -0.11, 3.16)
O (1.08, 0.74, 5.04)
H (1.91, 3.01, 3.55)
H (0.19, 2.82, 3.15)
H (1.60, 2.19, 2.21)

***

Molecular formula: C70H162O34
Method: DFT, ωB97M-V/def2-TZVPD

The total energy comes out at -5321.997959 Ha. The frontier orbital gap comes out at 9.6 eV. Its net charge is 0. For the HOMO energy, the calculation gives -9.2 eV.

Element x y z (Å)
C (1.13, 1.78, 6.28)
C (-0.26, 1.84, 6.96)
O (-0.91, 0.59, 7.07)
O (0.86, 1.63, 4.91)
H (1.78, 0.96, 6.64)
H (1.53, 2.79, 6.54)
H (-0.83, 2.57, 6.33)
H (-0.23, 2.28, 7.92)
H (-0.68, 0.20, 7.92)
H (1.66, 1.39, 4.40)
C (1.50, -1.62, 3.58)
C (2.70, -2.56, 3.97)
O (2.90, -2.34, 5.35)
O (0.48, -1.89, 4.53)
H (1.10, -1.92, 2.54)
H (1.74, -0.54, 3.47)
H (3.59, -2.33, 3.44)
H (2.36, -3.58, 3.77)
H (2.00, -2.13, 5.64)
H (-0.20, -1.21, 4.43)
C (2.71, 4.45, -7.37)
C (1.43, 4.37, -6.63)
O (1.42, 3.74, -5.34)
O (3.58, 5.41, -6.90)
H (2.63, 4.61, -8.45)
H (3.22, 3.40, -7.39)
H (0.84, 3.79, -7.34)
H (0.95, 5.31, -6.48)
H (1.69, 2.83, -5.51)
H (3.85, 5.09, -5.96)
C (1.49, 5.51, 2.45)
C (0.85, 4.52, 3.44)
O (0.16, 5.18, 4.50)
O (0.48, 6.29, 1.82)
H (1.99, 4.88, 1.64)
H (2.17, 6.14, 2.86)
H (1.70, 3.92, 3.88)
H (0.24, 3.86, 2.89)
H (-0.76, 4.97, 4.37)
H (0.09, 6.94, 2.44)
C (-6.20, 4.05, 2.55)
C (-5.58, 3.04, 3.47)
O (-5.25, 1.86, 2.68)
O (-7.60, 3.97, 2.35)
H (-5.58, 3.92, 1.60)
H (-5.95, 5.10, 2.92)
H (-6.25, 2.79, 4.24)
H (-4.63, 3.40, 3.82)
H (-5.19, 1.12, 3.28)
H (-7.69, 3.19, 1.83)
C (-2.92, -0.10, 3.91)
C (-2.23, 0.93, 2.99)
O (-1.69, 2.07, 3.74)
O (-1.95, -0.58, 4.81)
H (-3.29, -0.95, 3.32)
H (-3.79, 0.31, 4.45)
H (-3.00, 1.34, 2.32)
H (-1.44, 0.44, 2.50)
H (-0.83, 1.81, 4.03)
H (-1.87, -0.01, 5.60)
C (7.68, 0.59, -3.11)
C (7.40, 2.07, -3.00)
O (6.97, 2.68, -4.22)
O (6.57, -0.08, -3.58)
H (7.99, 0.24, -2.12)
H (8.59, 0.51, -3.76)
H (8.25, 2.59, -2.47)
H (6.57, 2.26, -2.26)
H (7.06, 1.96, -4.84)
H (6.32, -0.73, -2.90)
C (3.80, 3.66, -3.34)
C (4.26, 4.73, -2.38)
O (5.65, 4.57, -2.06)
O (4.37, 3.80, -4.57)
H (2.68, 3.69, -3.43)
H (4.03, 2.69, -2.88)
H (3.67, 4.57, -1.50)
H (4.15, 5.83, -2.62)
H (6.24, 5.14, -2.63)
H (5.29, 3.39, -4.65)
C (-2.76, 5.13, 0.93)
C (-2.72, 5.58, 2.41)
O (-2.48, 4.52, 3.33)
O (-1.46, 4.70, 0.57)
H (-3.11, 5.98, 0.31)
H (-3.50, 4.32, 0.81)
H (-3.71, 5.95, 2.70)
H (-1.93, 6.39, 2.59)
H (-1.97, 3.81, 2.99)
H (-0.80, 5.32, 1.01)
C (6.07, -1.32, 5.39)
C (7.29, -0.51, 5.53)
O (7.23, 0.64, 4.69)
O (5.04, -0.45, 5.74)
H (6.05, -2.14, 6.13)
H (5.92, -1.68, 4.36)
H (8.14, -1.07, 5.25)
H (7.44, -0.15, 6.58)
H (6.40, 1.05, 4.86)
H (4.20, -0.92, 5.74)
C (4.78, 1.45, 1.90)
C (4.26, 2.05, 3.19)
O (3.41, 1.11, 3.95)
O (5.71, 0.38, 2.11)
H (5.14, 2.20, 1.15)
H (3.92, 1.02, 1.39)
H (3.60, 2.88, 3.04)
H (5.04, 2.42, 3.84)
H (3.92, 0.39, 4.33)
H (6.51, 0.83, 2.42)
C (-2.40, -3.24, -4.61)
C (-3.87, -3.74, -4.31)
C (-4.05, -3.33, -2.85)
O (-2.83, -3.09, -2.29)
C (-2.09, -2.47, -3.36)
H (-2.40, -2.55, -5.50)
H (-1.78, -4.13, -4.65)
H (-3.86, -4.78, -4.38)
H (-4.60, -3.33, -4.99)
H (-4.50, -4.10, -2.28)
H (-4.63, -2.43, -2.93)
H (-1.01, -2.52, -3.16)
H (-2.39, -1.41, -3.33)
C (-6.86, -2.49, 2.15)
C (-7.91, -2.32, 3.21)
C (-7.10, -1.38, 4.25)
O (-5.86, -1.02, 3.67)
C (-6.04, -1.21, 2.27)
H (-7.22, -2.82, 1.14)
H (-6.17, -3.28, 2.52)
H (-8.33, -3.28, 3.68)
H (-8.78, -1.76, 2.89)
H (-6.92, -1.86, 5.15)
H (-7.70, -0.46, 4.44)
H (-4.99, -1.32, 1.91)
H (-6.49, -0.27, 1.89)
C (3.49, -1.77, -0.05)
C (4.79, -2.47, 0.49)
C (5.61, -2.55, -0.81)
O (5.14, -1.57, -1.74)
C (4.08, -0.88, -1.21)
H (2.96, -1.13, 0.67)
H (2.79, -2.52, -0.45)
H (4.57, -3.50, 0.84)
H (5.32, -1.91, 1.25)
H (5.62, -3.53, -1.27)
H (6.72, -2.43, -0.68)
H (3.42, -0.60, -2.02)
H (4.39, 0.07, -0.74)
C (2.05, -5.36, -0.86)
C (1.68, -4.64, -2.17)
C (2.40, -5.61, -3.19)
O (2.61, -6.91, -2.54)
C (2.05, -6.85, -1.27)
H (1.48, -5.03, 0.00)
H (3.09, -5.14, -0.67)
H (2.11, -3.58, -2.15)
H (0.59, -4.65, -2.40)
H (3.33, -5.25, -3.65)
H (1.71, -5.78, -4.00)
H (2.56, -7.50, -0.50)
H (1.07, -7.21, -1.34)
C (0.89, 1.82, -1.44)
C (1.79, 2.31, -0.22)
C (0.86, 1.77, 0.91)
O (0.32, 0.48, 0.47)
C (0.52, 0.42, -0.90)
H (1.52, 1.86, -2.32)
H (0.11, 2.59, -1.55)
H (1.99, 3.40, -0.27)
H (2.75, 1.78, -0.32)
H (0.11, 2.52, 1.01)
H (1.30, 1.61, 1.88)
H (-0.41, 0.01, -1.37)
H (1.34, -0.24, -1.05)
C (2.15, -1.84, -5.02)
C (3.63, -1.67, -4.98)
C (3.84, -0.16, -5.28)
O (2.69, 0.50, -4.62)
C (1.63, -0.45, -4.53)
H (1.78, -2.67, -4.40)
H (1.84, -2.06, -6.06)
H (4.07, -2.35, -5.72)
H (4.06, -1.82, -3.91)
H (3.92, 0.10, -6.38)
H (4.70, 0.26, -4.76)
H (0.69, -0.08, -5.11)
H (1.39, -0.49, -3.42)
C (-4.09, 1.73, -1.76)
C (-4.47, 0.77, -0.58)
C (-5.75, 0.16, -1.09)
O (-6.45, 1.31, -1.64)
C (-5.49, 2.11, -2.36)
H (-3.51, 1.22, -2.49)
H (-3.51, 2.64, -1.39)
H (-4.70, 1.35, 0.33)
H (-3.68, 0.05, -0.41)
H (-6.48, -0.38, -0.42)
H (-5.53, -0.59, -1.85)
H (-5.82, 3.15, -2.22)
H (-5.52, 1.86, -3.42)
C (-0.98, -7.52, -3.42)
C (-0.27, -8.78, -3.12)
C (-1.09, -9.77, -4.04)
O (-2.45, -9.35, -3.87)
C (-2.44, -7.93, -3.96)
H (-0.47, -6.90, -4.16)
H (-1.11, -6.93, -2.51)
H (-0.48, -9.17, -2.10)
H (0.78, -8.82, -3.38)
H (-1.06, -10.84, -3.88)
H (-0.76, -9.72, -5.19)
H (-3.26, -7.53, -3.41)
H (-2.65, -7.53, -4.98)
C (-3.51, -4.28, 7.35)
C (-3.19, -3.77, 5.94)
C (-1.75, -4.24, 5.72)
O (-1.35, -4.98, 6.87)
C (-2.15, -4.62, 7.94)
H (-4.00, -5.26, 7.20)
H (-4.08, -3.54, 7.98)
H (-3.29, -2.66, 5.77)
H (-3.94, -4.21, 5.25)
H (-0.93, -3.58, 5.43)
H (-1.74, -5.00, 4.89)
H (-1.72, -3.70, 8.44)
H (-2.22, -5.45, 8.69)
C (-1.84, -3.24, 2.58)
C (-1.80, -2.44, 1.25)
C (-0.50, -3.07, 0.52)
O (0.22, -3.60, 1.59)
C (-0.75, -4.17, 2.50)
H (-2.83, -3.66, 2.64)
H (-1.61, -2.59, 3.42)
H (-1.60, -1.37, 1.29)
H (-2.74, -2.33, 0.63)
H (0.03, -2.23, 0.09)
H (-0.87, -3.68, -0.30)
H (-0.25, -4.31, 3.46)
H (-1.07, -5.17, 2.06)
C (-3.84, 2.30, -6.16)
C (-2.89, 2.93, -5.04)
C (-1.97, 1.79, -4.63)
O (-2.67, 0.55, -5.06)
C (-3.26, 0.87, -6.24)
H (-3.79, 2.85, -7.12)
H (-4.89, 2.34, -5.90)
H (-3.56, 3.23, -4.20)
H (-2.37, 3.84, -5.41)
H (-1.60, 1.61, -3.66)
H (-1.09, 1.81, -5.29)
H (-4.10, 0.13, -6.44)
H (-2.60, 0.88, -7.05)
C (0.06, 7.00, -2.23)
C (0.28, 5.43, -2.42)
C (-1.12, 5.05, -2.94)
O (-2.09, 5.78, -2.13)
C (-1.51, 7.13, -2.17)
H (0.39, 7.43, -3.22)
H (0.60, 7.44, -1.37)
H (0.51, 4.90, -1.51)
H (1.03, 5.24, -3.20)
H (-1.36, 3.98, -2.78)
H (-1.17, 5.33, -3.98)
H (-1.92, 7.64, -1.28)
H (-1.85, 7.58, -3.05)